Arrangement P

Formula: C9H17N2
Source: OMol25
Level of theory: ωB97M-V/def2-TZVPD

The SMILES is CN1CC(C)(C)[NH2+][C@]2(C)C=C12. As for the highest occupied orbital energy: -0.45548 hartree. As for the total charge: +1. The molar mass comes out at 153.249 Da.

Positions of all 28 atoms, in Å:
C (-0.3989, -2.3492, 0.7590)
C (-0.5654, -1.5283, -0.3731)
C (0.8164, 0.2308, -1.1786)
C (-0.8332, -0.9894, 0.9743)
C (0.5349, 1.0215, 0.1386)
C (-2.1493, -0.6481, 1.6802)
C (1.8716, 1.7965, 0.4032)
C (-0.6431, 1.9835, -0.0141)
C (0.2577, -1.6955, -2.5982)
N (-0.1037, -0.8556, -1.4163)
N (0.2355, 0.0610, 1.2773)
H (-0.4725, -3.3521, 1.2605)
H (0.7534, 0.8840, -1.9443)
H (1.9104, -0.1925, -1.1531)
H (-2.4033, 0.3749, 1.7780)
H (-1.9484, -1.1352, 2.7007)
H (-2.9174, -1.2097, 1.1758)
H (2.1147, 2.4433, -0.3369)
H (2.8869, 1.2070, 0.6640)
H (1.5632, 2.5388, 1.2047)
H (-1.0594, 2.2366, 0.9732)
H (-1.3992, 1.6751, -0.6841)
H (-0.4438, 2.9605, -0.3770)
H (-0.2062, -1.1891, -3.4992)
H (1.3959, -1.6218, -2.8103)
H (0.1248, -2.7290, -2.2655)
H (-0.0888, 0.5778, 2.1691)
H (1.1671, -0.4958, 1.4920)

---

Arrangement Q

Formula: C9H17N2
Source: OMol25
Level of theory: ωB97M-V/def2-TZVPD

As for the highest occupied orbital energy (alpha / beta): -0.34631 / -0.38287 hartree. As for the total charge: +1. The molar mass comes out at 153.249 Da.

Positions of all 28 atoms, in Å:
C (-0.6013, -2.7953, 0.3049)
C (0.2193, -1.8617, -0.3381)
C (0.4980, 1.5244, 1.1480)
C (1.1234, 1.6517, -0.1914)
C (-1.8933, 0.5799, 0.8310)
C (-2.3650, 0.0210, -1.4927)
C (-0.3530, 0.2682, 1.0504)
C (0.3511, -0.5565, 0.0364)
C (2.7785, -0.2068, -0.3412)
N (1.4310, 0.2785, -0.6917)
N (-2.3567, 0.8425, -0.4568)
H (-0.5202, -3.8321, -0.0289)
H (-1.3472, -2.5860, 0.9519)
H (0.8715, -2.4638, -0.9372)
H (1.2223, 1.2718, 1.9397)
H (0.0864, 2.3105, 1.6132)
H (0.5222, 2.2477, -0.9828)
H (1.9773, 2.4064, -0.1252)
H (-2.5691, -0.2761, 1.0840)
H (-2.1835, 1.2641, 1.6018)
H (-2.6508, 0.1637, -2.5043)
H (-2.0765, -0.9380, -1.2336)
H (-0.3162, -0.1779, 2.0691)
H (3.5999, 0.5213, -0.8272)
H (2.9090, -0.2808, 0.6780)
H (2.9625, -1.2022, -0.5836)
H (-2.6466, 1.6964, -0.8394)
H (1.3271, 0.1293, -1.7342)

---

Which structure is the least stable? The one labeled arrangement Q.

---

Arrangement P

Formula: C12H48O18
Source: OMol25
Level of theory: ωB97M-V/def2-TZVPD

The SMILES is OCCO.OCCO.OCCO.OCCO.OCCO.OCCO.O.O.O.O.O.O. As for the highest occupied orbital energy: -0.35172 hartree. The molar mass comes out at 480.498 Da.

Positions of all 78 atoms, in Å:
O (0.3706, -0.0864, -0.2262)
H (-0.3834, -0.5004, 0.2438)
H (-0.0664, 0.1906, -0.9892)
O (0.1296, -1.3514, 2.5258)
H (0.7426, -1.8234, 1.9288)
H (-0.1014, -2.0474, 3.1548)
O (0.1486, 0.8826, -2.8942)
H (0.4926, 0.0176, -2.9922)
H (-0.6934, 1.0316, -3.3492)
O (-2.7174, 1.4486, 0.7308)
H (-2.2544, 1.8666, 0.0068)
H (-2.2234, 1.6956, 1.5678)
O (-1.9434, -1.2324, 0.7028)
H (-1.3484, -1.2874, 1.4708)
H (-2.3824, -0.3554, 0.6808)
O (2.9976, -0.1614, -0.3412)
H (3.2156, 0.1496, -1.2452)
H (1.9746, -0.1314, -0.2992)
C (-0.5444, 2.8846, 3.0288)
C (-0.6894, 2.8386, 4.5828)
O (0.5436, 2.3866, 5.1108)
O (-0.6714, 1.5376, 2.5578)
H (0.3426, 3.3646, 2.5958)
H (-1.3654, 3.4376, 2.5658)
H (-1.4584, 2.0986, 4.8328)
H (-0.9424, 3.7556, 5.0778)
H (0.6146, 1.4446, 4.8858)
H (0.1576, 1.0436, 2.6218)
C (-2.1894, -4.6284, 0.1228)
C (-0.8914, -5.1184, 0.8008)
O (-1.2134, -6.2604, 1.5108)
O (-1.8384, -3.5864, -0.7422)
H (-2.9494, -4.2674, 0.7908)
H (-2.6554, -5.4674, -0.4512)
H (-0.4964, -4.4004, 1.4988)
H (-0.1114, -5.4254, 0.0908)
H (-1.1304, -6.9514, 0.8828)
H (-1.8164, -2.7594, -0.2782)
C (-2.9604, 0.0296, -4.0612)
C (-2.7174, -0.6754, -2.6862)
O (-3.4464, -1.9464, -2.6272)
O (-2.1654, 1.2276, -4.0942)
H (-3.9894, 0.2946, -4.2662)
H (-2.7734, -0.6174, -4.8542)
H (-3.0114, -0.0524, -1.8462)
H (-1.7244, -0.9144, -2.6162)
H (-3.5904, -2.1454, -1.6812)
H (-2.5294, 1.8076, -4.8032)
C (1.1586, -3.1234, -1.9632)
C (2.0046, -2.2994, -2.8732)
O (1.0476, -1.4864, -3.5872)
O (1.8956, -4.1664, -1.2932)
H (0.3086, -3.6064, -2.4762)
H (0.7486, -2.4254, -1.2312)
H (2.4916, -2.8664, -3.6072)
H (2.7356, -1.7904, -2.3302)
H (0.5666, -2.1924, -4.1302)
H (2.2366, -4.8644, -1.8622)
C (2.8166, 1.9336, 2.5848)
C (4.1756, 2.0306, 1.9158)
O (4.9126, 3.1686, 2.4508)
O (2.1336, 0.7876, 2.1028)
H (2.2896, 2.8776, 2.3998)
H (3.0266, 1.8606, 3.6038)
H (4.0586, 2.2746, 0.8918)
H (4.7156, 1.0486, 1.9958)
H (4.6506, 4.0226, 1.9998)
H (2.2156, 0.6986, 1.1578)
C (0.7156, 4.1466, -0.8002)
C (-0.3504, 3.2146, -0.2912)
O (-1.1544, 2.6906, -1.2552)
O (1.6256, 4.4876, 0.2918)
H (0.1936, 5.0606, -1.0942)
H (1.1656, 3.9406, -1.7252)
H (-0.8174, 3.7786, 0.5038)
H (0.1816, 2.4546, 0.2168)
H (-0.6934, 2.0576, -1.7862)
H (1.2036, 5.0426, 0.9648)

---

Arrangement Q

Formula: C12H48O18
Source: OMol25
Level of theory: ωB97M-V/def2-TZVPD

The SMILES is OCCO.OCCO.OCCO.OCCO.OCCO.OCCO.O.O.O.O.O.O. As for the highest occupied orbital energy: -0.34322 hartree. The molar mass comes out at 480.498 Da.

Positions of all 78 atoms, in Å:
O (-0.8779, 1.9653, -0.5913)
H (-1.5439, 1.6943, -1.2723)
H (-0.9979, 2.8703, -0.4623)
O (-0.0319, -3.3067, 0.7287)
H (0.9191, -3.5357, 0.6947)
H (-0.1599, -2.4177, 0.9357)
O (3.6111, 0.8633, 2.7247)
H (2.7001, 0.5993, 2.7137)
H (3.4931, 1.5863, 2.1057)
O (0.7051, 0.8613, 1.1557)
H (0.1011, 1.2133, 0.4357)
H (0.4851, 1.3993, 1.9187)
O (4.7141, -1.0837, 0.7347)
H (3.8521, -0.9527, 0.3567)
H (4.5971, -0.4927, 1.4377)
O (-0.8439, -1.0737, 2.1697)
H (-0.5559, -0.2387, 1.7187)
H (-0.3269, -0.9377, 2.9957)
C (0.1751, -0.8767, -1.5803)
C (1.7541, -0.5387, -1.5633)
O (2.1531, -0.8707, -0.2803)
O (-0.5409, -0.5087, -2.6943)
H (-0.3229, -0.4497, -0.6303)
H (0.1361, -2.0127, -1.5603)
H (1.8861, 0.5333, -1.7803)
H (2.3501, -1.0537, -2.2633)
H (1.5571, -0.3787, 0.2657)
H (-0.8919, 0.4773, -2.6513)
C (-3.6519, 0.0843, -0.3393)
C (-4.8869, -0.8557, -0.2073)
O (-5.7639, -0.4567, -1.2853)
O (-4.0229, 1.5113, -0.2353)
H (-3.0829, 0.0283, -1.2383)
H (-3.0659, -0.1167, 0.4687)
H (-5.4179, -0.7337, 0.6847)
H (-4.6219, -1.8777, -0.3683)
H (-5.2589, -0.5597, -2.0233)
H (-4.6919, 1.6953, -0.8003)
C (-3.5539, -4.2807, -2.1463)
C (-2.2969, -3.4217, -1.8793)
O (-1.1299, -4.2347, -1.5983)
O (-4.6589, -3.3887, -2.2693)
H (-3.8199, -4.8087, -1.2253)
H (-3.5539, -4.9737, -3.0233)
H (-2.4729, -2.9157, -0.9593)
H (-2.0609, -2.7307, -2.7143)
H (-0.6239, -3.9627, -0.8583)
H (-5.3809, -3.8877, -2.6523)
C (-2.6849, 2.8693, -3.5003)
C (-2.8399, 3.9313, -2.4183)
O (-1.6759, 4.3923, -1.9223)
O (-2.1869, 1.6083, -2.9913)
H (-2.0739, 3.3333, -4.2713)
H (-3.5359, 2.3893, -4.0303)
H (-3.4789, 3.5213, -1.6753)
H (-3.3489, 4.6683, -2.9403)
H (-1.8359, 5.1843, -1.4323)
H (-2.4219, 0.9443, -3.6923)
C (1.6371, -1.5407, 3.3567)
C (2.9411, -1.9717, 4.1257)
O (3.4521, -3.1547, 3.5497)
O (1.2031, -0.2887, 3.8147)
H (0.7931, -2.2877, 3.3557)
H (1.8271, -1.5717, 2.2857)
H (2.7781, -2.0087, 5.2427)
H (3.7341, -1.1357, 3.9447)
H (4.3631, -3.2007, 3.8637)
H (0.9751, -0.2027, 4.7257)
C (4.6831, 2.7543, 0.3547)
C (4.9411, 3.6413, 1.6267)
O (6.3661, 3.6613, 1.9697)
O (3.3001, 2.4333, 0.3507)
H (5.1731, 1.7373, 0.3937)
H (4.9861, 3.3973, -0.5253)
H (4.3541, 3.4823, 2.4857)
H (4.6551, 4.6533, 1.4187)
H (6.7771, 2.7903, 2.0007)
H (3.0611, 2.5203, -0.5603)

---

Which structure is the least stable? The one labeled arrangement Q.

---

Arrangement P

Formula: C5H13Cl2NSi
Source: OMol25
Level of theory: ωB97M-V/def2-TZVPD

The SMILES is CCC[Si](Cl)(Cl)N(C)C. As for the highest occupied orbital energy: -0.31282 hartree. The molar mass comes out at 186.158 Da.

Positions of all 22 atoms, in Å:
C (1.4918, 1.5105, 1.0569)
C (-0.8004, -1.9372, -1.1395)
C (-0.8433, -1.4397, 1.3563)
C (1.5330, 0.9268, -0.2671)
C (0.3984, 1.3534, -1.1857)
N (-0.9939, -0.9932, 0.0174)
Si (-1.4011, 0.6445, -0.4135)
Cl (-2.8356, 0.4814, -1.8145)
Cl (-2.0320, 1.5621, 1.3296)
H (1.0766, 0.7046, 1.7992)
H (2.5654, 1.5852, 1.4499)
H (1.0717, 2.5081, 1.1694)
H (-1.0413, -1.4015, -2.0125)
H (0.2878, -2.2597, -1.0692)
H (-1.3774, -2.8100, -0.8614)
H (-1.3534, -2.4165, 1.4889)
H (0.2800, -1.5163, 1.4901)
H (-1.2235, -0.6526, 2.0919)
H (2.4523, 1.2298, -0.7728)
H (1.6737, -0.1968, -0.2536)
H (0.5894, 0.6802, -2.0102)
H (0.4819, 2.4367, -1.4496)

---

Arrangement Q

Formula: C5H13Cl2NSi
Source: OMol25
Level of theory: ωB97M-V/def2-TZVPD

As for the highest occupied orbital energy (alpha / beta): -0.28406 / -0.34035 hartree. The molar mass comes out at 186.158 Da.

Positions of all 22 atoms, in Å:
C (-1.5993, 1.9552, -0.7550)
C (0.7758, -2.3962, -0.8774)
C (-0.5980, -1.7473, 1.0119)
C (-0.4794, 2.7140, 0.0397)
C (0.8787, -1.7167, 0.5353)
N (-0.0509, 2.2083, 1.3205)
Si (1.6013, 0.0428, 0.0685)
Cl (1.9611, 0.3754, -1.9128)
Cl (3.4085, 0.3273, 1.0410)
H (-2.0003, 2.4826, -1.6590)
H (-1.0790, 1.0893, -1.0466)
H (-2.5156, 1.7020, -0.0271)
H (-0.0123, -1.9647, -1.5646)
H (1.7834, -2.4231, -1.5144)
H (0.4409, -3.4685, -0.9781)
H (-1.2360, -0.9442, 0.5818)
H (-0.5483, -1.4605, 2.0325)
H (-0.9554, -2.8217, 0.8781)
H (0.3606, 2.9906, -0.4929)
H (-0.8282, 3.6850, 0.4039)
H (1.4970, -2.2332, 1.1272)
H (-0.8043, 1.6035, 1.7875)

---

Which structure is the least stable? The one labeled arrangement Q.

---

Arrangement P

Formula: C4H4N4O
Source: OMol25
Level of theory: ωB97M-V/def2-TZVPD

As for the highest occupied orbital energy: -0.37483 hartree. The molar mass comes out at 124.103 Da.

Positions of all 13 atoms, in Å:
C (-1.7486, -0.1989, 0.4141)
C (-1.3904, 1.2107, -0.1375)
C (0.5483, -0.7249, -0.1761)
C (1.7312, -1.0639, -0.2263)
H (-0.9475, -0.2805, 1.5156)
H (-2.1532, 1.9439, -0.6425)
H (-0.3764, -1.2602, -0.6066)
H (2.1995, -2.0838, -0.8023)
N (-0.2337, 1.6363, -0.2591)
N (0.6267, 0.6464, 0.1598)
N (2.6762, -0.0593, 0.3048)
N (1.8966, 1.0200, 0.3206)
O (-2.8287, -0.7859, 0.1355)

---

Arrangement Q

Formula: C4H4N4O
Source: OMol25
Level of theory: ωB97M-V/def2-TZVPD

As for the highest occupied orbital energy (alpha / beta): -0.27646 / -0.30693 hartree. The molar mass comes out at 124.103 Da.

Positions of all 13 atoms, in Å:
C (0.6152, -1.3699, 0.0894)
C (1.0107, 0.0672, 0.1029)
C (0.1515, 1.1076, 0.0073)
C (-2.2865, 1.0705, -0.1812)
N (-0.6556, -1.6495, 0.1217)
N (-2.4469, -0.1904, -0.0273)
N (-1.6044, -0.9567, 0.3986)
N (2.4039, 0.2770, 0.0866)
O (-1.0518, 1.6367, -0.0939)
H (1.4189, -2.1336, 0.0443)
H (-3.0766, 1.8647, -0.1941)
H (2.7752, 0.9467, -0.4898)
H (2.7463, -0.6702, 0.1355)

---

Which structure is the least stable? The one labeled arrangement Q.